Entry 1:
This record from OMol25 describes a structure of composition C56H126F12KN13O24S12 in a non-equilibrium geometry. The level of theory is ωB97M-V/def2-TZVPD.

total charge = +2

Each line ends with the Mulliken charge.
Geometry (Å):
K 5.621 -0.243 1.437  0.92
C 5.768 0.191 -3.336  -1.19
C 6.644 -0.496 -2.286  0.89
C 7.651 -1.559 -2.706  -1.13
N 7.289 -3.043 -2.710  0.40
C 6.242 -3.259 -3.733  -1.04
C 8.537 -3.901 -2.916  -0.56
C 9.295 -3.814 -1.601  -0.78
C 8.172 -3.834 -0.521  -0.78
C 6.898 -3.561 -1.333  0.40
H 5.620 -0.458 -4.201  0.30
H 6.247 1.120 -3.644  0.41
H 4.767 0.463 -3.005  0.01
H 5.921 -0.889 -1.556  -0.91
H 7.210 0.252 -1.727  0.66
H 8.575 -1.446 -2.142  0.50
H 7.983 -1.436 -3.740  0.51
H 6.132 -4.329 -3.920  0.35
H 6.375 -2.777 -4.698  0.35
H 5.289 -2.964 -3.295  0.33
H 8.197 -4.880 -3.247  0.44
H 9.001 -3.439 -3.791  0.43
H 9.974 -4.663 -1.526  0.45
H 9.962 -2.958 -1.512  0.31
H 8.053 -4.853 -0.160  0.39
H 8.256 -3.139 0.309  0.35
H 6.369 -4.494 -1.490  0.74
H 6.350 -2.778 -0.820  -0.76
C 4.147 4.699 -1.955  -0.94
C 3.233 5.672 -1.176  0.04
C 3.760 7.104 -1.268  -1.33
N 2.855 8.109 -0.602  0.60
C 2.488 7.777 0.823  -1.05
C 1.624 8.473 -1.477  -0.63
C 1.252 9.886 -1.131  -0.38
C 2.503 10.564 -0.655  -0.93
C 3.571 9.481 -0.649  -0.63
H 3.547 3.793 -1.948  0.17
H 5.064 4.600 -1.368  0.17
H 4.510 5.055 -2.918  0.40
H 3.247 5.315 -0.147  -0.01
H 2.237 5.648 -1.621  0.74
H 3.858 7.333 -2.328  0.37
H 4.706 7.190 -0.733  0.50
H 3.415 7.644 1.390  0.31
H 1.865 6.894 0.900  0.31
H 2.139 8.667 1.345  0.44
H 0.760 7.855 -1.221  0.32
H 1.923 8.250 -2.498  0.45
H 0.465 10.026 -0.390  0.06
H 0.773 10.305 -2.019  0.60
H 2.481 11.021 0.333  0.42
H 2.836 11.353 -1.332  0.30
H 4.270 9.527 0.184  0.48
H 4.136 9.431 -1.579  0.42
C -7.785 3.793 8.203  -1.45
C -7.347 2.953 6.999  -0.04
C -6.680 3.728 5.860  -0.78
N -6.334 2.905 4.641  0.82
C -7.512 2.201 3.998  -1.03
C -5.539 3.703 3.631  -1.29
C -4.508 2.756 2.977  0.60
C -4.562 1.461 3.765  1.48
C -5.282 1.881 5.054  -1.61
H -8.461 4.629 8.005  0.36
H -6.932 4.106 8.806  0.36
H -8.419 3.285 8.937  0.39
H -8.248 2.458 6.633  0.30
H -6.599 2.240 7.348  0.23
H -5.709 4.128 6.147  0.36
H -7.356 4.540 5.592  0.45
H -7.678 1.219 4.429  0.38
H -7.327 2.202 2.928  0.33
H -8.401 2.801 4.188  0.35
H -6.207 4.163 2.902  0.49
H -5.047 4.559 4.090  0.30
H -4.793 2.595 1.937  0.01
H -3.588 3.338 2.957  -0.43
H -5.173 0.825 3.141  -0.88
H -3.589 0.981 3.719  -0.39
H -5.703 0.962 5.458  0.67
H -4.543 2.341 5.707  0.49
C 1.299 -2.055 -4.029  -0.56
C 1.249 -2.544 -5.467  -0.58
C 0.947 -1.390 -6.448  -1.21
N 1.186 -1.759 -7.896  0.37
C 2.674 -1.838 -8.120  -1.00
C 0.666 -0.628 -8.818  -0.48
C -0.192 -1.270 -9.945  -0.63
C 0.172 -2.740 -9.780  -0.61
C 0.344 -2.956 -8.292  -0.66
H 1.364 -2.878 -3.322  0.29
H 0.407 -1.478 -3.768  -0.09
H 2.091 -1.308 -3.945  0.17
H 0.466 -3.291 -5.615  0.49
H 2.157 -3.087 -5.744  0.38
H 1.457 -0.449 -6.242  0.48
H -0.116 -1.143 -6.420  0.48
H 3.086 -0.963 -7.626  0.37
H 2.840 -1.772 -9.191  0.49
H 3.085 -2.740 -7.677  0.34
H 1.503 -0.028 -9.167  0.45
H 0.052 0.076 -8.255  0.27
H 0.190 -0.801 -10.853  0.30
H -1.236 -0.970 -9.924  0.38
H 1.069 -2.956 -10.364  0.30
H -0.562 -3.412 -10.227  0.46
H 0.864 -3.852 -7.955  0.36
H -0.584 -2.937 -7.722  0.42
C 0.157 -8.334 7.463  -1.47
C -0.301 -8.093 6.034  -0.21
C -0.072 -6.739 5.467  -0.75
N -0.747 -6.503 4.099  1.02
C -2.136 -7.070 4.037  -1.30
C 0.057 -7.251 2.987  -0.70
C 0.296 -6.167 1.930  -0.29
C -0.721 -5.053 2.173  0.70
C -0.717 -5.034 3.686  -1.24
H -0.521 -7.826 8.153  0.36
H 1.090 -7.789 7.641  0.34
H 0.309 -9.363 7.774  0.38
H -1.301 -8.531 5.987  0.30
H 0.191 -8.822 5.371  0.40
H 0.956 -6.397 5.382  0.45
H -0.660 -6.011 6.036  0.35
H -2.667 -6.787 4.945  0.41
H -2.087 -8.157 4.059  0.45
H -2.680 -6.832 3.127  0.33
H -0.620 -7.974 2.541  0.21
H 1.001 -7.627 3.365  0.42
H 0.316 -6.601 0.931  0.54
H 1.292 -5.786 2.162  -0.15
H -1.679 -5.393 1.775  -0.05
H -0.413 -4.129 1.694  -0.34
H -1.611 -4.602 4.137  0.37
H 0.172 -4.487 3.999  0.51
C -1.412 -1.631 2.924  -0.89
C -1.060 -0.650 1.791  2.60
C 0.433 -0.420 1.640  -0.68
N 0.935 0.749 0.826  1.09
C 0.461 2.042 1.532  -0.75
C 2.447 0.785 0.660  0.08
C 2.705 1.563 -0.620  0.82
C 1.585 1.055 -1.503  0.74
C 0.416 0.691 -0.610  0.80
H -1.171 -1.236 3.913  0.02
H -0.867 -2.575 2.850  -0.46
H -2.486 -1.809 2.883  0.20
H -1.610 0.273 1.987  -0.69
H -1.541 -1.063 0.902  -0.58
H 0.810 -1.309 1.125  -0.51
H 0.933 -0.479 2.609  0.64
H -0.617 2.148 1.481  -0.26
H 1.021 2.866 1.103  0.29
H 0.771 1.831 2.555  0.46
H 2.849 1.339 1.509  0.36
H 2.726 -0.268 0.688  -0.48
H 2.699 2.632 -0.415  -0.98
H 3.634 1.257 -1.104  0.17
H 1.243 1.766 -2.259  0.79
H 1.904 0.200 -2.102  -1.34
H -0.406 1.384 -0.755  -0.72
H 0.001 -0.295 -0.813  0.02
C -1.656 -4.050 -1.615  -0.61
C -2.686 -3.292 -2.463  -0.27
C -3.580 -2.360 -1.670  0.36
N -4.859 -2.085 -2.509  1.45
C -5.685 -3.358 -2.548  -0.97
C -4.497 -1.432 -3.833  -0.59
C -5.801 -0.753 -4.300  -0.99
C -6.410 -0.311 -2.951  -0.76
C -5.629 -0.946 -1.853  -0.62
H -0.618 -3.784 -1.813  -0.15
H -1.712 -5.137 -1.652  0.47
H -1.887 -3.768 -0.583  -0.17
H -3.318 -4.037 -2.950  0.46
H -2.203 -2.742 -3.271  0.09
H -3.091 -1.443 -1.339  -0.09
H -4.046 -2.785 -0.779  -0.30
H -5.441 -3.995 -1.701  0.26
H -5.575 -3.857 -3.506  0.32
H -6.707 -3.034 -2.358  0.36
H -4.086 -2.188 -4.502  0.37
H -3.669 -0.751 -3.633  0.02
H -6.431 -1.572 -4.647  0.38
H -5.645 0.037 -5.025  0.48
H -7.442 -0.671 -2.987  0.40
H -6.491 0.764 -2.797  0.40
H -6.177 -1.244 -0.964  0.90
H -4.775 -0.321 -1.586  -0.92
N -6.601 -2.687 1.150  -0.42
S -5.691 -3.810 1.732  1.13
O -6.202 -4.428 2.927  -0.64
O -4.251 -3.671 1.592  -0.38
F -6.001 -4.929 0.594  -0.37
S -5.944 -1.470 2.073  1.03
O -4.892 -0.725 1.390  0.03
O -5.914 -1.599 3.493  -0.55
F -7.170 -0.452 1.828  -0.42
N 4.146 -2.339 0.697  0.15
S 3.573 -3.579 1.461  0.74
O 4.154 -4.851 1.186  -0.69
O 2.169 -3.547 1.807  -0.20
F 4.211 -3.226 2.897  -0.39
S 3.208 -2.699 -0.659  -0.01
O 1.788 -2.530 -0.587  -0.10
O 3.756 -3.695 -1.546  -0.59
F 3.566 -1.320 -1.425  0.12
N -0.379 -0.245 6.063  -0.35
S -1.209 1.032 5.873  1.05
O -1.402 1.518 4.522  -0.28
O -1.264 1.959 6.989  -0.60
F -2.630 0.202 5.941  -0.42
S 1.019 0.635 6.132  1.03
O 1.480 1.075 7.448  -0.59
O 1.327 1.540 5.044  -0.45
F 2.091 -0.520 5.763  -0.31
N 5.228 2.452 1.904  0.11
S 4.466 3.279 2.959  0.75
O 3.098 3.604 2.632  -0.34
O 5.201 4.213 3.754  -0.59
F 4.291 2.120 4.054  -0.34
S 5.811 3.763 1.047  0.75
O 7.134 4.097 1.489  -0.58
O 4.905 4.806 0.653  -0.53
F 6.084 2.947 -0.289  -0.25
N -2.482 2.132 -2.211  -0.60
S -2.526 1.082 -3.494  0.80
O -3.808 0.476 -3.793  -0.37
O -1.430 0.157 -3.585  -0.44
F -2.217 2.142 -4.653  -0.34
S -3.273 1.257 -1.165  1.35
O -2.782 -0.090 -0.945  0.03
O -4.692 1.459 -1.050  -0.64
F -2.696 2.004 0.164  -0.05
N -1.488 6.778 0.371  -0.09
S -2.155 6.026 1.704  0.87
O -3.471 5.452 1.557  -0.58
O -1.814 6.529 2.998  -0.62
F -1.197 4.752 1.643  -0.03
S -1.840 8.217 0.756  1.08
O -0.831 8.939 1.519  -0.61
O -3.209 8.520 1.080  -0.61
F -1.650 8.810 -0.735  -0.31

***

Entry 2:
This record from OMol25 describes a structure of composition C56H140As2F12N12O22 in a non-equilibrium geometry. The level of theory is ωB97M-V/def2-TZVPD.

total charge = 0

Each line ends with the Mulliken charge.
Geometry (Å):
C -7.730 -1.133 0.474  -0.84
C -8.781 -0.079 0.103  -0.68
N -8.417 1.342 0.420  0.57
C -9.444 2.314 -0.180  -1.10
C -8.591 1.456 1.971  -0.04
C -8.544 2.918 2.524  -1.54
C -6.990 1.742 -0.122  -0.38
C -6.752 1.483 -1.594  -1.14
O -6.576 0.143 -1.841  -0.10
C -6.571 -0.225 -3.280  -1.03
H -7.802 -2.087 -0.048  0.40
H -7.978 -1.304 1.521  0.38
H -6.688 -0.893 0.260  -0.11
H -9.627 -0.248 0.769  0.56
H -9.275 -0.078 -0.869  0.45
H -9.277 3.378 -0.011  0.34
H -10.473 2.044 0.057  0.36
H -9.274 2.244 -1.254  0.42
H -7.757 0.867 2.352  0.14
H -9.523 1.022 2.334  0.43
H -7.604 3.444 2.358  0.39
H -8.376 2.818 3.597  0.48
H -9.388 3.604 2.453  0.36
H -6.210 1.152 0.360  -0.05
H -6.787 2.759 0.214  0.70
H -5.850 2.033 -1.863  0.49
H -7.535 1.948 -2.194  0.51
H -7.562 -0.352 -3.716  0.36
H -6.283 -1.275 -3.227  0.29
H -5.839 0.332 -3.865  0.34
C 6.604 6.413 -3.982  -1.32
C 5.358 6.962 -3.227  -0.56
N 4.504 5.977 -2.375  0.70
C 3.258 6.838 -1.969  -1.27
C 4.026 4.742 -3.259  0.04
C 3.475 5.134 -4.660  -1.47
C 5.344 5.527 -1.169  -1.33
C 4.614 4.646 -0.111  0.59
O 3.746 5.472 0.649  -0.40
C 2.947 4.745 1.548  -0.61
H 6.462 5.549 -4.631  0.27
H 7.319 6.156 -3.200  0.41
H 7.005 7.211 -4.607  0.42
H 4.673 7.530 -3.856  0.53
H 5.815 7.736 -2.610  0.49
H 2.874 7.255 -2.900  0.47
H 3.493 7.557 -1.185  0.32
H 2.453 6.150 -1.711  0.52
H 3.233 4.175 -2.772  0.02
H 4.947 4.166 -3.361  0.38
H 2.519 5.658 -4.648  0.32
H 3.442 4.215 -5.244  0.34
H 4.213 5.706 -5.223  0.39
H 5.665 6.366 -0.551  0.43
H 6.222 4.945 -1.451  0.44
H 5.334 4.196 0.572  0.37
H 4.086 3.820 -0.586  -0.42
H 2.251 5.463 1.982  0.48
H 3.558 4.420 2.389  0.30
H 2.314 3.974 1.109  0.08
C 2.575 -0.777 -7.371  -1.06
C 1.490 -1.890 -7.534  -0.29
N 0.235 -1.848 -6.561  0.87
C 0.751 -1.689 -5.156  -0.86
C -0.565 -0.496 -6.848  -0.17
C -1.765 -0.247 -5.942  -0.98
C -0.650 -3.152 -6.614  -0.32
C -1.381 -3.481 -7.923  -1.14
O -0.561 -3.417 -9.115  -0.35
C -1.331 -3.023 -10.255  -0.82
H 3.362 -0.701 -8.122  0.42
H 3.068 -0.897 -6.407  0.17
H 2.116 0.201 -7.225  0.27
H 1.957 -2.840 -7.272  0.37
H 1.051 -1.863 -8.532  0.33
H 1.333 -2.525 -4.769  0.68
H -0.100 -1.707 -4.475  -0.15
H 1.304 -0.751 -5.092  0.09
H -0.865 -0.488 -7.895  0.51
H 0.096 0.335 -6.603  0.15
H -1.409 0.077 -4.964  -0.06
H -2.384 -1.118 -5.730  0.28
H -2.450 0.500 -6.343  0.45
H -1.386 -3.142 -5.811  0.15
H 0.006 -3.966 -6.307  0.52
H -2.223 -2.800 -8.045  0.37
H -1.810 -4.480 -7.845  0.51
H -1.990 -3.840 -10.550  0.33
H -0.729 -2.783 -11.131  0.28
H -1.893 -2.103 -10.094  0.35
C -2.111 -3.496 6.323  -1.19
C -3.649 -3.657 6.285  -0.47
N -4.335 -3.778 4.913  0.59
C -3.946 -5.090 4.156  -0.96
C -5.853 -3.872 5.225  -0.38
C -6.441 -5.127 5.811  -1.27
C -3.882 -2.512 4.076  -0.29
C -4.689 -2.155 2.808  -0.64
O -4.873 -3.234 1.907  -0.51
C -3.769 -3.230 0.976  -0.40
H -1.646 -3.609 7.302  0.42
H -1.887 -2.490 5.969  0.33
H -1.592 -4.211 5.683  0.23
H -4.140 -2.826 6.792  0.44
H -3.927 -4.559 6.830  0.39
H -4.563 -5.228 3.268  0.42
H -4.012 -5.960 4.809  0.43
H -2.912 -5.036 3.816  0.17
H -6.139 -3.893 4.173  0.23
H -6.172 -2.939 5.688  0.52
H -6.126 -6.016 5.265  0.32
H -7.513 -5.247 5.654  0.41
H -6.038 -5.312 6.806  0.33
H -2.865 -2.697 3.732  0.10
H -3.786 -1.714 4.812  0.61
H -4.176 -1.295 2.376  -0.09
H -5.695 -1.776 2.991  0.53
H -3.923 -4.239 0.592  0.41
H -2.737 -3.196 1.325  0.07
H -3.909 -2.539 0.145  0.25
C 0.517 -6.417 -0.727  -1.26
C 2.049 -6.053 -0.605  -0.43
N 2.350 -4.836 0.305  0.37
C 1.656 -5.177 1.664  -1.00
C 3.853 -4.885 0.469  -0.73
C 4.454 -3.688 1.304  -0.78
C 1.701 -3.533 -0.155  -0.07
C 2.098 -3.169 -1.577  -0.74
O 3.461 -2.737 -1.490  0.17
C 3.924 -2.440 -2.794  -1.02
H -0.085 -5.566 -1.046  0.36
H 0.058 -6.834 0.170  0.33
H 0.438 -7.105 -1.568  0.37
H 2.515 -6.036 -1.590  0.55
H 2.498 -6.860 -0.026  0.52
H 1.808 -4.285 2.272  0.21
H 2.145 -6.047 2.103  0.35
H 0.579 -5.334 1.613  0.41
H 4.195 -4.890 -0.566  0.38
H 3.946 -5.867 0.932  0.69
H 4.202 -3.796 2.359  0.31
H 4.209 -2.704 0.904  -0.20
H 5.544 -3.721 1.283  0.59
H 2.083 -2.829 0.585  -0.27
H 0.632 -3.688 -0.011  0.49
H 1.416 -2.389 -1.915  -0.29
H 2.091 -3.992 -2.292  0.57
H 3.810 -3.361 -3.366  0.36
H 4.971 -2.137 -2.808  0.40
H 3.397 -1.681 -3.373  0.23
C 5.817 1.757 3.393  -1.06
C 5.101 0.391 3.700  -0.58
N 5.377 -0.183 5.133  0.29
C 4.757 -1.553 5.092  -0.91
C 6.902 -0.298 5.338  -0.29
C 7.711 -0.873 4.171  -1.11
C 4.733 0.666 6.269  -1.08
C 3.263 0.953 6.110  -0.18
O 3.132 2.133 5.329  -0.39
C 1.872 2.562 4.826  -0.34
H 5.667 2.480 4.195  0.31
H 5.421 2.240 2.500  -0.22
H 6.879 1.688 3.157  0.39
H 5.399 -0.451 3.075  0.86
H 4.027 0.384 3.516  0.34
H 4.834 -2.042 6.063  0.39
H 5.278 -2.232 4.418  0.38
H 3.713 -1.659 4.795  0.19
H 6.976 -1.056 6.117  0.46
H 7.224 0.691 5.664  0.41
H 8.666 -1.086 4.651  0.44
H 7.805 -0.247 3.284  0.20
H 7.374 -1.824 3.759  0.26
H 5.310 1.591 6.275  0.55
H 4.960 0.154 7.204  0.50
H 2.867 1.292 7.067  0.59
H 2.711 0.116 5.680  -0.04
H 1.220 2.757 5.677  0.44
H 1.464 1.761 4.210  -0.09
H 1.953 3.506 4.287  0.24
C -1.033 1.375 2.603  -0.65
C -0.372 1.600 1.257  0.71
N -0.901 0.755 0.055  1.28
C -0.802 -0.677 0.390  0.91
C -2.419 1.142 -0.222  -0.37
C -3.036 0.408 -1.466  0.47
C -0.111 1.102 -1.284  -0.34
C 1.328 1.482 -1.242  -0.55
O 1.973 0.418 -0.502  1.09
C 3.389 0.472 -0.603  -0.31
H -0.897 0.340 2.914  -0.03
H -2.094 1.617 2.664  -0.03
H -0.553 2.010 3.348  0.24
H 0.657 1.240 1.246  0.01
H -0.232 2.629 0.925  -0.39
H -1.087 -1.158 -0.545  0.05
H -1.439 -0.901 1.247  -0.43
H 0.221 -0.940 0.657  -0.61
H -2.591 2.217 -0.274  0.37
H -2.941 0.953 0.716  0.03
H -4.052 0.786 -1.580  -0.60
H -3.026 -0.676 -1.345  0.07
H -2.529 0.743 -2.372  0.07
H -0.700 1.947 -1.638  0.86
H -0.111 0.208 -1.907  -0.52
H 1.508 2.371 -0.637  -0.71
H 1.789 1.599 -2.222  0.59
H 3.769 1.421 -0.225  0.12
H 3.824 0.242 -1.576  0.18
H 3.776 -0.352 -0.003  -0.70
N -5.102 2.134 2.907  0.69
O -5.169 0.931 3.143  -0.48
O -5.258 2.899 3.884  -0.69
O -4.742 2.605 1.818  -0.40
N -1.339 -3.604 -2.564  0.97
O -1.520 -2.427 -2.723  -0.42
O -0.560 -4.200 -3.305  -0.65
O -1.951 -4.271 -1.762  -0.75
N 0.693 -1.969 3.459  0.64
O 1.699 -1.739 2.859  -0.25
O 0.650 -1.598 4.649  -0.79
O -0.230 -2.605 3.039  -0.48
N -2.069 4.633 5.647  0.93
O -1.170 4.534 6.472  -0.70
O -2.023 4.003 4.629  -0.55
O -2.991 5.412 5.924  -0.68
N 1.313 2.262 -5.059  1.03
O 2.467 1.921 -5.216  -0.69
O 0.953 3.257 -5.672  -0.76
O 0.461 1.730 -4.406  -0.50
As -1.109 5.599 0.206  2.01
F -2.560 4.591 0.670  -0.59
F -1.930 6.866 1.226  -0.51
F 0.306 6.688 -0.045  -0.52
F -0.319 4.383 -0.778  -0.39
F -1.937 6.174 -1.261  -0.53
F -0.407 4.928 1.760  -0.47
As 7.824 0.950 -0.501  1.96
F 7.160 1.859 -1.866  -0.46
F 9.236 2.084 -0.615  -0.53
F 8.603 0.043 0.858  -0.52
F 6.377 -0.163 -0.319  -0.45
F 8.573 -0.100 -1.803  -0.51
F 7.036 2.025 0.717  -0.40

***

Orbital gap, record by record: 6.9, 4.0 eV
Electronic energy, record by record: -307557.998, -277529.194 eV
Energy above the lowest of the compared OMol25 structures with the same formula, charge and spin, record by record: 0.0, 133.6 kcal per mole